# 1
Below is a cluster of 6 separate species, C35H35N7O10SSi in total, with properties calculated with ωB97M-V with the def2-TZVPD basis set.

- SMILES = [H]/N=C\C[Si@H](CC)N=C=S.O=[N+]([O-])c1ccccc1.O=[N+]([O-])c1ccccc1.O=[N+]([O-])c1ccccc1.O=[N+]([O-])c1ccccc1.O=[N+]([O-])c1ccccc1
- charge = 0
- multiplicity = 1
- LUMO energy (hartree) = -0.034

Atoms and positions in Å:
H 1.122 -0.798 -1.318
N 0.936 -1.749 -0.993
C -0.211 -2.070 -1.412
C -1.035 -1.129 -2.256
Si -1.886 0.187 -1.193
C -3.714 -0.165 -0.903
C -4.053 0.042 0.607
N -1.552 1.836 -1.817
C -0.992 2.557 -1.026
S -0.210 3.350 0.087
H -0.607 -3.054 -1.170
H -0.437 -0.713 -3.060
H -1.835 -1.736 -2.684
H -1.221 0.116 0.127
H -3.856 -1.224 -1.103
H -4.344 0.460 -1.524
H -3.168 0.345 1.162
H -4.403 -0.870 1.072
H -4.756 0.856 0.733
O -0.707 7.206 -1.689
N 0.158 7.755 -2.337
O 0.067 8.882 -2.787
C 1.398 7.013 -2.596
C 1.519 5.718 -2.125
C 2.682 5.013 -2.390
C 3.707 5.607 -3.114
C 3.573 6.913 -3.571
C 2.413 7.624 -3.312
H 0.725 5.249 -1.563
H 2.788 3.997 -2.035
H 4.611 5.050 -3.325
H 4.373 7.375 -4.132
H 2.308 8.637 -3.671
O 4.416 2.004 -2.658
N 5.456 1.567 -2.202
O 6.560 1.956 -2.519
C 5.367 0.500 -1.196
C 4.122 0.014 -0.839
C 4.038 -1.001 0.099
C 5.194 -1.515 0.670
C 6.437 -1.013 0.305
C 6.528 0.001 -0.635
H 3.224 0.417 -1.282
H 3.069 -1.388 0.383
H 5.127 -2.310 1.401
H 7.337 -1.413 0.752
H 7.494 0.391 -0.919
O -1.753 -5.376 -1.419
N -2.112 -5.111 -0.290
O -2.791 -4.146 0.006
C -1.695 -6.009 0.793
C -0.893 -7.096 0.496
C -0.484 -7.929 1.524
C -0.882 -7.670 2.829
C -1.695 -6.579 3.109
C -2.106 -5.740 2.087
H -0.584 -7.298 -0.519
H 0.148 -8.779 1.311
H -0.555 -8.321 3.629
H -2.006 -6.380 4.125
H -2.736 -4.890 2.304
O -0.756 -11.110 0.609
N -0.975 -11.157 1.801
O -0.166 -10.863 2.660
C -2.304 -11.598 2.237
C -3.236 -11.972 1.286
C -4.483 -12.407 1.702
C -4.785 -12.460 3.056
C -3.841 -12.072 3.998
C -2.591 -11.638 3.590
H -3.001 -11.930 0.233
H -5.219 -12.708 0.970
H -5.758 -12.806 3.379
H -4.079 -12.112 5.052
H -1.856 -11.339 4.322
O -0.597 14.516 2.633
N -0.922 14.281 1.487
O -1.544 15.045 0.777
C -0.538 12.981 0.920
C 0.140 12.074 1.714
C 0.481 10.841 1.182
C 0.146 10.531 -0.130
C -0.526 11.455 -0.916
C -0.873 12.690 -0.390
H 0.401 12.315 2.733
H 1.007 10.119 1.792
H 0.408 9.569 -0.538
H -0.783 11.209 -1.936
H -1.399 13.408 -1.000

Atoms 1-3, force components in eV/Å:
H 0.27 0.06 0.08
N 0.25 -0.21 0.29
C 0.22 0.69 -0.31



# 2
Below is a cluster of 2 separate species, C35H37BO3S2 in total, with properties calculated with ωB97M-V with the def2-TZVPD basis set.

- SMILES = Cc1ccc([C@@H](c2ccccc2)c2ccc(Oc3ccccc3)cc2)s1.Cc1ccc(B2OC(C)(C)C(C)(C)O2)s1
- charge = 0
- multiplicity = 1
- LUMO energy (hartree) = 0.021

Atoms and positions in Å:
C 4.065 3.917 -1.735
C 3.408 3.124 -0.679
C 3.589 1.759 -0.490
C 2.951 1.286 0.692
C 2.086 2.222 1.289
C 0.847 1.888 2.002
C -0.515 2.694 1.685
C -0.577 3.856 0.927
C -1.753 4.642 0.891
C -2.905 4.266 1.592
C -2.896 3.018 2.233
C -1.719 2.262 2.293
C 0.653 0.361 2.124
C 1.581 -0.389 2.852
C 1.470 -1.775 2.990
C 0.355 -2.430 2.461
O 0.353 -3.840 2.529
C -0.441 -4.490 3.484
C -1.709 -4.020 3.829
C -2.438 -4.717 4.806
C -1.899 -5.837 5.447
C -0.609 -6.259 5.117
C 0.109 -5.629 4.092
C -0.630 -1.698 1.801
C -0.401 -0.329 1.541
S 2.580 3.793 0.703
H 5.011 4.331 -1.371
H 4.294 3.291 -2.603
H 3.455 4.778 -2.014
H 4.134 1.096 -1.190
H 3.092 0.266 1.051
H 1.071 2.204 3.044
H 0.313 4.208 0.391
H -1.794 5.596 0.352
H -3.791 4.918 1.668
H -3.788 2.666 2.766
H -1.759 1.335 2.856
H 2.431 0.099 3.315
H 2.237 -2.368 3.495
H -2.094 -3.128 3.331
H -3.432 -4.359 5.046
H -2.475 -6.369 6.208
H -0.164 -7.095 5.658
H 1.095 -5.986 3.790
H -1.555 -2.173 1.477
H -1.097 0.227 0.908
C -3.310 4.403 -3.800
C -2.566 3.435 -2.969
C -3.078 2.628 -1.968
C -2.233 1.540 -1.647
C -1.059 1.531 -2.396
B -0.068 0.401 -2.613
O 0.785 0.227 -3.689
C 1.308 -1.115 -3.519
C 1.112 -1.705 -4.907
C 2.800 -1.118 -3.196
C 0.452 -1.698 -2.269
C -0.925 -2.281 -2.673
C 1.120 -2.612 -1.257
O 0.160 -0.483 -1.555
S -0.962 2.992 -3.390
H -4.121 4.804 -3.184
H -2.621 5.187 -4.118
H -3.708 3.904 -4.690
H -4.065 2.772 -1.507
H -2.458 0.789 -0.906
H 1.347 -2.768 -4.960
H 0.080 -1.527 -5.256
H 1.815 -1.191 -5.577
H 3.151 -2.163 -3.246
H 3.356 -0.554 -3.950
H 3.001 -0.738 -2.187
H -0.847 -3.224 -3.224
H -1.477 -2.523 -1.754
H -1.545 -1.589 -3.276
H 1.369 -3.582 -1.706
H 2.020 -2.167 -0.838
H 0.424 -2.792 -0.433

Atoms 1-3, force components in eV/Å:
C 0.35 0.84 -0.01
C 0.71 -1.84 1.02
C 0.08 0.92 0.15



# 3
Below is a structure of composition C35H37ClGeINNiO4PS, with properties calculated with ωB97M-V with the def2-TZVPD basis set.

- expectation value of S² = 2.01
- charge = +1
- multiplicity = 3
- LUMO energy (alpha / beta) (hartree) = -0.098 / -0.118

Atoms and positions in Å:
Ni 0.082 0.041 -1.134
O 0.041 -0.261 1.166
S 1.568 0.035 1.161
O 1.948 0.696 2.369
O 1.778 0.759 -0.096
C 2.352 -1.552 1.116
C 3.215 -1.819 2.172
C 3.894 -3.028 2.201
C 3.713 -3.951 1.185
C 2.852 -3.670 0.136
C 2.150 -2.470 0.083
P 1.104 -2.063 -1.356
C 2.301 -2.073 -2.711
C 3.035 -0.915 -2.954
C 3.991 -0.901 -3.954
C 4.212 -2.036 -4.723
C 3.480 -3.189 -4.486
C 2.526 -3.211 -3.478
C -0.009 -3.456 -1.622
C -0.668 -3.506 -2.852
C -1.593 -4.507 -3.095
C -1.876 -5.448 -2.114
C -1.238 -5.386 -0.885
C -0.306 -4.389 -0.634
H 3.356 -1.087 2.952
H 4.570 -3.240 3.017
H 4.249 -4.889 1.203
H 2.728 -4.389 -0.664
H 2.861 -0.021 -2.367
H 4.557 0.001 -4.141
H 4.951 -2.019 -5.511
H 3.647 -4.073 -5.084
H 1.953 -4.113 -3.306
H -0.455 -2.764 -3.611
H -2.096 -4.549 -4.050
H -2.597 -6.229 -2.308
H -1.464 -6.114 -0.119
H 0.183 -4.346 0.330
Cl -2.619 4.368 -5.686
C -1.847 3.032 -4.898
C -1.221 2.074 -5.646
C -0.588 0.976 -5.029
I 0.342 -0.480 -6.178
C -0.577 0.842 -3.661
O -0.024 -0.153 -3.021
C -1.228 1.847 -2.884
N -1.197 1.659 -1.533
C -1.821 2.528 -0.769
C -2.497 3.648 -1.273
C -2.517 3.861 -2.624
C -1.877 2.943 -3.480
H -1.214 2.158 -6.722
H -1.811 2.343 0.296
H -2.989 4.323 -0.588
H -3.023 4.718 -3.047
C 0.072 5.598 2.976
C -1.165 5.008 2.315
C -1.488 3.596 2.799
C -0.387 2.590 2.439
Ge -0.998 0.756 2.524
C -0.676 -0.248 4.145
C -1.067 0.512 5.424
C -2.537 0.380 5.797
C -3.486 0.951 4.754
H 0.251 6.615 2.632
H 0.967 5.018 2.753
H -0.044 5.630 4.060
H -1.027 4.988 1.227
H -2.026 5.650 2.508
H -2.454 3.284 2.388
H -1.617 3.613 3.885
H 0.477 2.668 3.100
H -0.016 2.777 1.425
H -2.313 0.494 1.783
H 0.397 -0.452 4.151
H -1.195 -1.207 4.079
H -0.811 1.573 5.329
H -0.453 0.136 6.244
H -2.696 0.887 6.750
H -2.771 -0.674 5.967
H -3.226 1.983 4.509
H -4.514 0.956 5.112
H -3.482 0.365 3.832

Atoms 1-3, force components in eV/Å:
Ni -0.33 -0.07 -0.44
O 0.06 0.31 0.21
S 0.05 0.01 0.09



charge of number 3 (C35H37ClGeINNiO4PS)? +1



Copy entry 3 word for word.
Below is a structure of composition C35H37ClGeINNiO4PS, with properties calculated with ωB97M-V with the def2-TZVPD basis set.

- expectation value of S² = 2.01
- charge = +1
- multiplicity = 3
- LUMO energy (alpha / beta) (hartree) = -0.098 / -0.118

Atoms and positions in Å:
Ni 0.082 0.041 -1.134
O 0.041 -0.261 1.166
S 1.568 0.035 1.161
O 1.948 0.696 2.369
O 1.778 0.759 -0.096
C 2.352 -1.552 1.116
C 3.215 -1.819 2.172
C 3.894 -3.028 2.201
C 3.713 -3.951 1.185
C 2.852 -3.670 0.136
C 2.150 -2.470 0.083
P 1.104 -2.063 -1.356
C 2.301 -2.073 -2.711
C 3.035 -0.915 -2.954
C 3.991 -0.901 -3.954
C 4.212 -2.036 -4.723
C 3.480 -3.189 -4.486
C 2.526 -3.211 -3.478
C -0.009 -3.456 -1.622
C -0.668 -3.506 -2.852
C -1.593 -4.507 -3.095
C -1.876 -5.448 -2.114
C -1.238 -5.386 -0.885
C -0.306 -4.389 -0.634
H 3.356 -1.087 2.952
H 4.570 -3.240 3.017
H 4.249 -4.889 1.203
H 2.728 -4.389 -0.664
H 2.861 -0.021 -2.367
H 4.557 0.001 -4.141
H 4.951 -2.019 -5.511
H 3.647 -4.073 -5.084
H 1.953 -4.113 -3.306
H -0.455 -2.764 -3.611
H -2.096 -4.549 -4.050
H -2.597 -6.229 -2.308
H -1.464 -6.114 -0.119
H 0.183 -4.346 0.330
Cl -2.619 4.368 -5.686
C -1.847 3.032 -4.898
C -1.221 2.074 -5.646
C -0.588 0.976 -5.029
I 0.342 -0.480 -6.178
C -0.577 0.842 -3.661
O -0.024 -0.153 -3.021
C -1.228 1.847 -2.884
N -1.197 1.659 -1.533
C -1.821 2.528 -0.769
C -2.497 3.648 -1.273
C -2.517 3.861 -2.624
C -1.877 2.943 -3.480
H -1.214 2.158 -6.722
H -1.811 2.343 0.296
H -2.989 4.323 -0.588
H -3.023 4.718 -3.047
C 0.072 5.598 2.976
C -1.165 5.008 2.315
C -1.488 3.596 2.799
C -0.387 2.590 2.439
Ge -0.998 0.756 2.524
C -0.676 -0.248 4.145
C -1.067 0.512 5.424
C -2.537 0.380 5.797
C -3.486 0.951 4.754
H 0.251 6.615 2.632
H 0.967 5.018 2.753
H -0.044 5.630 4.060
H -1.027 4.988 1.227
H -2.026 5.650 2.508
H -2.454 3.284 2.388
H -1.617 3.613 3.885
H 0.477 2.668 3.100
H -0.016 2.777 1.425
H -2.313 0.494 1.783
H 0.397 -0.452 4.151
H -1.195 -1.207 4.079
H -0.811 1.573 5.329
H -0.453 0.136 6.244
H -2.696 0.887 6.750
H -2.771 -0.674 5.967
H -3.226 1.983 4.509
H -4.514 0.956 5.112
H -3.482 0.365 3.832

Atoms 1-3, force components in eV/Å:
Ni -0.33 -0.07 -0.44
O 0.06 0.31 0.21
S 0.05 0.01 0.09



The highest charge belongs to which entry? C35H37ClGeINNiO4PS